Entry 1:
The following is a DFT calculation (ωB97M-V with the def2-TZVPD basis set) of a structure of composition C19H48AsBF4LaO6P3S.

Each line ends with the Löwdin charge.
Element x y z (Å)
1 La -0.300 -1.236 0.497  1.74
2 C -0.698 5.353 -0.717  -0.03
3 C -0.101 4.808 0.565  -0.38
4 C 1.396 5.038 0.674  -0.03
5 O -0.389 3.380 0.765  -0.15
6 P -0.494 2.180 -0.218  0.50
7 O -0.559 0.958 0.661  -0.49
8 C 0.851 2.158 -1.437  -0.17
9 P 1.149 0.451 -2.007  0.51
10 O 0.023 -0.446 -1.578  -0.43
11 O 2.549 0.004 -1.468  -0.14
12 C 3.016 -0.303 -0.130  -0.46
13 C 3.188 0.956 0.703  -0.05
14 C 4.322 -1.047 -0.328  -0.02
15 O 1.452 0.465 -3.526  -0.13
16 C 0.466 0.189 -4.593  -0.39
17 C -0.609 1.261 -4.604  -0.03
18 C 1.259 0.115 -5.877  -0.03
19 O -1.688 2.342 -1.223  -0.18
20 C -3.130 2.284 -0.983  -0.38
21 C -3.508 2.740 0.416  -0.03
22 C -3.604 0.879 -1.305  -0.03
23 H -0.524 6.427 -0.751  0.10
24 H -1.774 5.182 -0.759  0.08
25 H -0.235 4.907 -1.599  0.08
26 H -0.592 5.268 1.422  0.15
27 H 1.916 4.702 -0.225  0.08
28 H 1.792 4.513 1.543  0.09
29 H 1.591 6.102 0.798  0.10
30 H 1.769 2.587 -1.043  0.07
31 H 0.523 2.757 -2.286  0.08
32 H 2.286 -0.967 0.362  0.02
33 H 3.836 1.660 0.177  0.11
34 H 3.656 0.704 1.653  0.08
35 H 2.229 1.425 0.929  0.06
36 H 5.032 -0.394 -0.835  0.11
37 H 4.165 -1.929 -0.948  0.10
38 H 4.740 -1.345 0.633  0.08
39 H 0.024 -0.784 -4.372  0.14
40 H -0.176 2.239 -4.828  0.10
41 H -1.111 1.303 -3.635  0.05
42 H -1.352 1.035 -5.367  0.10
43 H 1.781 1.054 -6.061  0.10
44 H 0.582 -0.081 -6.708  0.10
45 H 1.992 -0.689 -5.826  0.09
46 H -3.532 2.979 -1.720  0.15
47 H -3.010 2.128 1.171  0.08
48 H -4.586 2.653 0.543  0.10
49 H -3.235 3.782 0.578  0.08
50 H -3.073 0.164 -0.674  0.03
51 H -3.411 0.632 -2.349  0.09
52 H -4.675 0.799 -1.121  0.10
53 F 0.167 -4.995 -0.846  0.28
54 B 0.014 -3.745 -0.439  -1.27
55 F -0.148 -3.611 1.016  -0.07
56 F -1.116 -3.044 -0.945  0.03
57 F 1.137 -2.876 -0.677  0.02
58 C -4.087 -2.628 0.084  -0.25
59 P -3.038 -1.835 1.359  0.73
60 C -4.202 -0.661 2.148  -0.25
61 C -2.993 -3.147 2.638  -0.26
62 H -5.059 -2.870 0.516  0.06
63 H -3.615 -3.547 -0.260  0.05
64 H -4.231 -1.977 -0.777  0.04
65 H -5.104 -1.204 2.431  0.06
66 H -4.475 0.149 1.474  0.02
67 H -3.752 -0.235 3.045  0.06
68 H -4.012 -3.398 2.932  0.06
69 H -2.449 -2.795 3.516  0.05
70 H -2.500 -4.039 2.254  0.04
71 C 2.891 -3.948 1.733  -0.20
72 As 2.359 -2.788 3.191  0.78
73 C 4.023 -2.191 3.982  -0.23
74 C 1.548 -3.892 4.554  -0.22
75 S 1.192 -1.037 2.820  0.15
76 H 3.729 -4.539 2.102  0.06
77 H 3.210 -3.364 0.874  0.02
78 H 2.078 -4.610 1.451  0.04
79 H 4.605 -3.056 4.295  0.05
80 H 3.798 -1.569 4.847  0.05
81 H 4.596 -1.608 3.264  0.03
82 H 2.273 -4.643 4.864  0.05
83 H 0.656 -4.380 4.167  0.04
84 H 1.285 -3.259 5.399  0.05

Summary:
HOMO ... -14.73 eV
Electronic energy ... -5318.2389 Eh
Orbital gap ... 10.2 eV
Lowest unoccupied orbital energy ... -4.5190 eV
Total charge ... +2

Entry 2:
The following is a DFT calculation (ωB97M-V with the def2-TZVPD basis set) of a cluster of 3 separate species, C19H48ClFN6O5 in total.

Each line ends with the Löwdin charge.
Element x y z (Å)
1 N -1.381 -2.551 0.910  0.06
2 C -1.958 -1.249 0.583  -0.63
3 N -1.061 -0.525 -0.318  0.07
4 N -1.964 -0.454 1.870  0.03
5 C -3.485 -1.346 0.043  -0.12
6 N -3.771 -2.755 -0.269  -0.09
7 C -4.997 -3.274 0.324  -0.60
8 Cl -4.424 -4.488 1.629  0.55
9 C -5.851 -4.082 -0.717  -0.22
10 O -7.258 -4.040 -0.598  -0.17
11 C -7.771 -3.911 0.720  -0.20
12 C -8.209 -2.380 0.938  -0.13
13 C -8.059 -1.525 -0.375  -0.20
14 F -9.016 -1.886 -1.344  -0.06
15 H -0.532 -2.377 1.459  0.08
16 H -1.978 -3.087 1.541  0.03
17 H -1.510 0.258 -0.783  0.07
18 H -0.611 -1.147 -0.989  0.07
19 H -2.498 0.394 1.640  0.06
20 H -2.495 -0.989 2.562  0.06
21 H -3.485 -0.735 -0.905  0.12
22 H -4.113 -0.901 0.848  0.11
23 H -3.677 -2.980 -1.252  0.12
24 H -5.531 -2.472 0.881  0.09
25 H -5.482 -5.147 -0.761  0.12
26 H -5.604 -3.653 -1.733  0.13
27 H -8.735 -4.495 0.752  0.13
28 H -7.141 -4.313 1.546  0.09
29 H -7.655 -1.941 1.807  0.11
30 H -9.299 -2.340 1.203  0.11
31 H -8.309 -0.459 -0.115  0.12
32 H -7.020 -1.524 -0.790  0.11
33 C 2.906 -0.008 -1.471  -0.11
34 O 3.263 -0.314 -2.811  -0.19
35 C 2.214 -0.937 -3.547  -0.21
36 C 1.692 -0.004 -4.632  -0.21
37 N 0.952 1.116 -4.051  -0.05
38 C 0.645 2.182 -5.005  -0.20
39 C 1.826 2.938 -5.627  -0.23
40 O 2.558 3.729 -4.703  -0.18
41 C 3.566 3.032 -3.989  -0.10
42 H 3.805 0.315 -0.948  0.08
43 H 2.180 0.809 -1.440  0.08
44 H 2.503 -0.889 -0.961  0.09
45 H 1.406 -1.285 -2.895  0.11
46 H 2.651 -1.817 -4.028  0.12
47 H 1.030 -0.563 -5.301  0.12
48 H 2.554 0.344 -5.211  0.10
49 H 1.496 1.514 -3.296  0.07
50 H 0.030 2.911 -4.470  0.12
51 H 0.022 1.771 -5.806  0.12
52 H 1.407 3.644 -6.351  0.12
53 H 2.493 2.284 -6.198  0.11
54 H 4.012 2.226 -4.577  0.09
55 H 3.169 2.642 -3.049  0.07
56 H 4.351 3.747 -3.735  0.09
57 C 6.336 3.272 4.735  -0.11
58 O 6.226 1.895 4.415  -0.20
59 C 5.357 1.177 5.287  -0.21
60 C 4.101 0.730 4.548  -0.21
61 N 3.242 1.869 4.232  -0.05
62 C 2.154 1.552 3.304  -0.19
63 C 2.537 1.107 1.888  -0.23
64 O 3.149 2.124 1.105  -0.19
65 C 4.549 2.256 1.286  -0.10
66 H 7.130 3.697 4.121  0.09
67 H 5.406 3.802 4.506  0.08
68 H 6.596 3.412 5.788  0.09
69 H 5.110 1.751 6.185  0.12
70 H 5.904 0.284 5.607  0.12
71 H 3.547 0.025 5.174  0.12
72 H 4.421 0.207 3.639  0.10
73 H 3.806 2.602 3.820  0.07
74 H 1.548 2.457 3.215  0.12
75 H 1.515 0.788 3.757  0.12
76 H 1.606 0.857 1.369  0.11
77 H 3.138 0.191 1.879  0.11
78 H 5.031 1.302 1.517  0.09
79 H 4.766 2.989 2.065  0.07
80 H 4.973 2.639 0.355  0.09

Summary:
SMILES ... NC(N)(N)CN[C@H](Cl)COCCCF.COCCNCCOC.COCCNCCOC
HOMO ... -8.58 eV
Electronic energy ... -2017.3526 Eh
Orbital gap ... 9.1 eV
Lowest unoccupied orbital energy ... 0.4777 eV

Entry 3:
The following is a DFT calculation (ωB97M-V with the def2-TZVPD basis set) of a cluster of 3 separate species, C19H48N6O5P2Si in total.

Each line ends with the Löwdin charge.
Element x y z (Å)
1 C -1.399 4.128 -4.839  -0.09
2 C -1.395 2.611 -4.810  -0.25
3 Si -1.140 1.849 -3.019  0.61
4 C -2.615 0.646 -2.725  -0.26
5 C -3.573 1.296 -1.535  -0.18
6 O -3.369 0.896 -0.251  -0.14
7 C 0.604 1.035 -2.973  -0.23
8 C 1.312 1.390 -1.502  -0.25
9 O 0.921 0.423 -0.449  -0.15
10 C 0.643 1.263 0.753  -0.10
11 O 1.618 1.971 1.386  -0.07
12 H -2.135 4.636 -4.069  0.06
13 H -0.661 4.690 -5.551  0.06
14 H -1.495 1.934 -5.759  0.07
15 H -1.233 2.933 -2.029  0.01
16 H -3.310 0.525 -3.685  0.10
17 H -2.166 -0.390 -2.407  0.08
18 H -4.371 2.100 -1.834  0.13
19 H 0.629 -0.108 -3.224  0.07
20 H 1.287 1.600 -3.773  0.10
21 H 0.993 2.467 -1.105  0.12
22 H 2.492 1.400 -1.629  0.14
23 H -0.476 1.325 1.144  0.18
24 O -2.421 -2.261 -4.590  -0.31
25 P -2.347 -3.738 -4.131  0.77
26 N -0.673 -3.838 -4.524  -0.31
27 C 0.073 -5.010 -4.967  -0.13
28 C 0.204 -3.040 -3.660  -0.15
29 N -3.267 -4.255 -5.498  -0.36
30 C -2.657 -4.765 -6.715  -0.14
31 C -4.393 -3.388 -5.873  -0.15
32 N -2.263 -5.436 -3.604  -0.27
33 C -3.450 -6.295 -3.776  -0.12
34 C -1.965 -5.472 -2.156  -0.14
35 H 0.229 -5.737 -4.163  0.08
36 H 1.067 -4.721 -5.333  0.09
37 H -0.385 -5.524 -5.806  0.05
38 H 0.478 -3.587 -2.752  0.07
39 H -0.270 -2.103 -3.351  0.04
40 H 1.126 -2.762 -4.184  0.08
41 H -1.923 -4.066 -7.128  0.09
42 H -3.403 -4.966 -7.492  0.08
43 H -2.195 -5.735 -6.539  0.06
44 H -4.062 -2.530 -6.469  0.08
45 H -4.909 -3.016 -4.985  0.07
46 H -5.137 -3.941 -6.458  0.08
47 H -4.355 -5.811 -3.389  0.09
48 H -3.324 -7.252 -3.256  0.08
49 H -3.613 -6.571 -4.821  0.07
50 H -2.792 -5.053 -1.573  0.08
51 H -1.069 -4.897 -1.917  0.06
52 H -1.774 -6.497 -1.817  0.09
53 O 2.741 5.374 7.101  -0.31
54 P 2.519 4.092 6.262  0.76
55 N 1.713 3.307 7.567  -0.31
56 C 1.680 1.880 7.869  -0.14
57 C 0.403 3.873 7.902  -0.15
58 N 4.200 3.699 6.335  -0.36
59 C 4.755 2.777 7.312  -0.14
60 C 5.125 4.832 6.189  -0.15
61 N 2.265 2.618 5.297  -0.27
62 C 3.275 2.243 4.290  -0.13
63 C 0.999 2.752 4.545  -0.15
64 H 1.064 1.315 7.162  0.07
65 H 1.261 1.706 8.869  0.08
66 H 2.663 1.421 7.904  0.05
67 H -0.390 3.449 7.278  0.06
68 H 0.381 4.960 7.770  0.07
69 H 0.149 3.685 8.953  0.08
70 H 4.497 3.062 8.336  0.09
71 H 5.847 2.721 7.245  0.08
72 H 4.428 1.759 7.111  0.06
73 H 5.250 5.376 7.133  0.08
74 H 4.766 5.531 5.430  0.07
75 H 6.113 4.492 5.859  0.08
76 H 3.532 3.090 3.645  0.09
77 H 2.915 1.425 3.654  0.07
78 H 4.188 1.852 4.746  0.07
79 H 1.067 3.550 3.799  0.08
80 H 0.163 2.989 5.206  0.06
81 H 0.737 1.815 4.041  0.08

Summary:
SMILES ... C=C[Si@@H](CC=O)CCOC=O.CN(C)P(=O)(N(C)C)N(C)C.CN(C)P(=O)(N(C)C)N(C)C
HOMO ... -7.69 eV
Electronic energy ... -2429.1872 Eh
Orbital gap ... 6.3 eV
Lowest unoccupied orbital energy ... -1.3454 eV
ΔE to the lowest compared entry with this formula, charge and spin ... 254.8 kcal/mol

> Which formula does entry 1 have?

C19H48AsBF4LaO6P3S